# 1
This record from the OMol25 dataset describes an isolated molecule of C6H10. The level of theory is wB97M-V/def2-TZVPD.

CARTESIAN COORDINATES (ANGSTROEM)
1 C -2.0352 -1.7333 -0.2959
2 C -0.8750 -1.5050 -0.5228
3 C 0.4693 -0.9918 -0.7898
4 C 0.6467 0.4408 -0.2121
5 C -0.6404 1.2729 -0.2502
6 C 1.1877 0.4164 1.2213
7 H -3.0682 -1.8963 -0.0902
8 H 0.6373 -0.9861 -1.8747
9 H 1.2322 -1.6613 -0.3711
10 H 1.3863 0.9359 -0.8536
11 H -0.4118 2.3154 -0.0074
12 H -1.3560 0.9037 0.4930
13 H -1.1403 1.2423 -1.2241
14 H 1.9428 -0.3642 1.3612
15 H 1.6460 1.3778 1.4779
16 H 0.3786 0.2331 1.9384

Calculated values
**LUMO energy**: 1.087 eV
**Multiplicity**: 1
**Energy**: -234.54607 hartree
**Gap between HOMO and LUMO**: 0.403 hartree
**Structure (SMILES)**: C#CCC(C)C
**HOMO energy**: -9.88 eV
**Relative energy (zero: lowest compared OMol25 entry of this formula, charge and spin)**: 148.18 kJ/mol

For each atom in turn, the natural (NBO) charge in e is: -0.275, 0.018, -0.487, -0.200, -0.610, -0.608, 0.237, 0.234, 0.231, 0.200, 0.209, 0.213, 0.213, 0.205, 0.212, 0.208

# 2
This record from the OMol25 dataset describes an isolated molecule of C6H10. The level of theory is wB97M-V/def2-TZVPD.

CARTESIAN COORDINATES (ANGSTROEM)
1 C -0.6800 -0.9413 -0.8550
2 C 0.3852 0.0377 -1.3534
3 C 0.9617 0.6839 -0.1084
4 C 1.1133 0.1124 1.2859
5 C -0.1766 0.7493 0.8712
6 C -1.2207 -0.2870 0.4436
7 H -0.2418 -1.9269 -0.6607
8 H -1.4720 -1.0878 -1.5976
9 H -0.1339 0.8746 -1.8427
10 H 1.0897 -0.3779 -2.0798
11 H 1.5790 1.5629 -0.2728
12 H 1.0799 -0.9483 1.5304
13 H 1.7887 0.6805 1.9229
14 H -0.5173 1.7198 1.2119
15 H -1.3631 -1.0379 1.2306
16 H -2.1920 0.1862 0.2738

Calculated values
**LUMO energy**: 1.225 eV
**Multiplicity**: 1
**Energy**: -234.57821 hartree
**Gap between HOMO and LUMO**: 0.401 hartree
**Structure (SMILES)**: C1C[C@@H]2C[C@@H]2C1
**HOMO energy**: -9.69 eV
**Relative energy (zero: lowest compared OMol25 entry of this formula, charge and spin)**: 63.80 kJ/mol

For each atom in turn, the natural (NBO) charge in e is: -0.408, -0.393, -0.224, -0.420, -0.239, -0.407, 0.200, 0.211, 0.197, 0.208, 0.214, 0.208, 0.220, 0.215, 0.207, 0.209

# 3
This record from the OMol25 dataset describes an isolated molecule of C6H10 at a distorted geometry. The level of theory is wB97M-V/def2-TZVPD.

CARTESIAN COORDINATES (ANGSTROEM)
1 C 1.3770 -0.2903 0.4629
2 C 0.9775 0.9903 -0.3001
3 C -0.4914 0.8723 -0.6089
4 C -1.4588 0.4795 0.4596
5 C -0.9991 -0.5728 -0.4964
6 C 0.1348 -1.4923 0.0194
7 H 1.1832 -0.1600 1.5413
8 H 2.5012 -0.3798 0.4148
9 H 1.5550 1.0807 -1.2371
10 H 1.1137 1.9345 0.2439
11 H -0.8207 1.6348 -1.3241
12 H -1.1179 0.3939 1.4859
13 H -2.4644 0.8576 0.3366
14 H -1.6702 -0.9355 -1.2867
15 H -0.0732 -1.9991 0.9859
16 H 0.2178 -2.3495 -0.7118

Calculated values
**LUMO energy**: 1.237 eV
**Multiplicity**: 1
**Energy**: -234.54834 hartree
**Gap between HOMO and LUMO**: 0.402 hartree
**Structure (SMILES)**: C1C[C@@H]2C[C@@H]2C1
**HOMO energy**: -9.71 eV
**Relative energy (zero: lowest compared OMol25 entry of this formula, charge and spin)**: 142.24 kJ/mol

For each atom in turn, the natural (NBO) charge in e is: -0.404, -0.418, -0.220, -0.428, -0.247, -0.396, 0.195, 0.222, 0.202, 0.211, 0.217, 0.206, 0.218, 0.222, 0.202, 0.218

# 4
This record from the OMol25 dataset describes an isolated molecule of C6H10. The level of theory is wB97M-V/def2-TZVPD.

CARTESIAN COORDINATES (ANGSTROEM)
1 C 1.1002 0.9948 0.5442
2 C 0.9560 0.4181 -0.8800
3 C -0.5094 0.0894 -1.1567
4 C -0.9757 -0.9764 -0.1664
5 C -0.7431 -0.5159 1.2918
6 C 0.1337 0.6316 1.6197
7 H 2.0693 0.7220 1.0027
8 H 1.1545 2.0961 0.5275
9 H 1.3495 1.1276 -1.6176
10 H 1.5497 -0.5012 -0.9851
11 H -0.6511 -0.2523 -2.1878
12 H -2.0359 -1.2072 -0.3170
13 H -0.4271 -1.9060 -0.3693
14 H -0.1742 -1.2761 1.8677
15 H -1.6800 -0.4438 1.8587
16 H -1.1164 0.9993 -1.0325

Calculated values
**LUMO energy**: 0.603 eV
**Multiplicity**: 1
**Energy**: -234.48880 hartree
**Gap between HOMO and LUMO**: 0.312 hartree
**HOMO energy**: -7.90 eV
**Relative energy (zero: lowest compared OMol25 entry of this formula, charge and spin)**: 298.54 kJ/mol

For each atom in turn, the natural (NBO) charge in e is: -0.605, -0.418, -0.395, -0.416, -0.603, 0.167, 0.272, 0.253, 0.211, 0.196, 0.210, 0.211, 0.199, 0.282, 0.242, 0.194

# 5
This record from the OMol25 dataset describes a 2-piece molecular cluster, C6H10 overall. The level of theory is wB97M-V/def2-TZVPD.

CARTESIAN COORDINATES (ANGSTROEM)
1 C -2.0615 -0.0706 0.4776
2 C -0.7807 -0.0187 0.1228
3 C -0.1418 1.2199 -0.3435
4 C 1.1325 1.2329 0.0496
5 C 1.5571 -0.0920 0.6491
6 C 0.3305 -1.0047 0.4164
7 H -2.4503 -0.8665 1.0995
8 H -2.7228 0.7565 0.2322
9 H -0.7037 2.0392 -0.7821
10 H 1.7767 2.1051 0.0298
11 H 1.7739 0.0067 1.7199
12 H 2.4656 -0.4734 0.1699
13 H 0.0915 -1.6566 1.2606
14 H 0.5121 -1.6566 -0.4486
15 H -0.0663 -0.6693 -2.4859
16 H -0.7128 -0.8521 -2.1673

Calculated values
**LUMO energy**: 1.160 eV
**Multiplicity**: 1
**Energy**: -234.53868 hartree
**Gap between HOMO and LUMO**: 0.354 hartree
**Structure (SMILES)**: C=C1C=CCC1.[H][H]
**HOMO energy**: -8.47 eV
**Relative energy (zero: lowest compared OMol25 entry of this formula, charge and spin)**: 167.58 kJ/mol

For each atom in turn, the natural (NBO) charge in e is: -0.416, -0.003, -0.235, -0.159, -0.436, -0.443, 0.199, 0.197, 0.219, 0.210, 0.212, 0.213, 0.218, 0.224, -0.006, 0.006

# 6
This record from the OMol25 dataset describes an isolated molecule of C6H10 at a distorted geometry. The level of theory is wB97M-V/def2-TZVPD.

CARTESIAN COORDINATES (ANGSTROEM)
1 C -2.5084 2.1104 -0.0139
2 C -1.5356 1.2383 -0.5134
3 C -0.7417 0.1946 0.2526
4 C -0.1602 -0.8193 -0.5365
5 C 1.0680 -1.5796 -0.0872
6 C 2.2433 -0.7572 0.6335
7 H -2.4392 2.9480 0.7721
8 H -3.2733 2.2834 -0.7058
9 H -1.4534 1.0734 -1.6245
10 H -0.3699 0.3533 1.2899
11 H -0.3747 -0.9211 -1.6394
12 H 1.3486 -2.2080 -0.9274
13 H 0.8637 -2.4557 0.6144
14 H 2.2960 0.1877 0.0496
15 H 1.8751 -0.4039 1.7738
16 H 3.1616 -1.2444 0.6622

Calculated values
**LUMO energy**: 0.445 eV
**Multiplicity**: 1
**Energy**: -234.48183 hartree
**Gap between HOMO and LUMO**: 0.315 hartree
**Structure (SMILES)**: C=C/C=C/CC
**HOMO energy**: -8.11 eV
**Relative energy (zero: lowest compared OMol25 entry of this formula, charge and spin)**: 316.85 kJ/mol

For each atom in turn, the natural (NBO) charge in e is: -0.417, -0.186, -0.244, -0.158, -0.469, -0.586, 0.216, 0.185, 0.196, 0.215, 0.202, 0.215, 0.215, 0.209, 0.196, 0.210

# 7
This record from the OMol25 dataset describes an isolated molecule of C6H10 at a distorted geometry. The level of theory is wB97M-V/def2-TZVPD.

CARTESIAN COORDINATES (ANGSTROEM)
1 C 2.4872 -0.7136 0.2981
2 C 1.5019 -0.5772 -0.5723
3 C 0.1990 0.0746 -0.3141
4 C -0.7371 0.0985 -1.5534
5 C -0.3160 0.4881 0.8467
6 C -1.7633 0.5555 1.2014
7 H 2.5934 -0.1361 1.2128
8 H 3.3115 -1.4170 0.2541
9 H 1.3694 -1.2629 -1.4008
10 H -0.0867 -0.0929 -2.4070
11 H -1.4944 -0.6637 -1.4099
12 H -1.0804 1.0885 -1.6943
13 H 0.4229 0.7990 1.5860
14 H -1.9491 1.4405 1.8138
15 H -2.4197 0.6323 0.3384
16 H -2.0385 -0.3136 1.8006

Calculated values
**LUMO energy**: 1.045 eV
**Multiplicity**: 1
**Energy**: -234.54308 hartree
**Gap between HOMO and LUMO**: 0.341 hartree
**Structure (SMILES)**: C=C/C(C)=C/C
**HOMO energy**: -8.23 eV
**Relative energy (zero: lowest compared OMol25 entry of this formula, charge and spin)**: 156.03 kJ/mol

For each atom in turn, the natural (NBO) charge in e is: -0.363, -0.222, -0.029, -0.646, -0.164, -0.648, 0.186, 0.198, 0.201, 0.208, 0.218, 0.217, 0.191, 0.216, 0.216, 0.223

# 8
This record from the OMol25 dataset describes C6H10 as an isolated structure at a distorted geometry. The level of theory is wB97M-V/def2-TZVPD.

CARTESIAN COORDINATES (ANGSTROEM)
1 C -0.6153 -1.0896 0.6661
2 C 0.6714 -1.1368 -0.2721
3 C 0.6464 0.3778 -0.9059
4 C 0.8035 0.8996 0.6658
5 C -0.6645 0.3547 0.6157
6 C -0.8329 0.6871 -0.7844
7 H -1.5100 -1.4896 0.0949
8 H -0.5962 -1.4345 1.6373
9 H 1.4653 -1.5800 0.2206
10 H 0.5709 -2.1017 -1.0223
11 H 1.2965 0.6131 -1.7986
12 H 0.9834 2.1107 1.0537
13 H 1.3137 0.1445 1.1663
14 H -1.2140 1.2376 1.3764
15 H -0.8404 1.7545 -1.2222
16 H -1.5213 0.1882 -1.4175

Calculated values
**LUMO energy**: 1.099 eV
**Multiplicity**: 1
**Energy**: -234.43929 hartree
**Gap between HOMO and LUMO**: 0.383 hartree
**HOMO energy**: -9.31 eV
**Relative energy (zero: lowest compared OMol25 entry of this formula, charge and spin)**: 428.54 kJ/mol

For each atom in turn, the natural (NBO) charge in e is: -0.425, -0.421, -0.189, -0.386, -0.214, -0.435, 0.205, 0.219, 0.208, 0.197, 0.223, 0.216, 0.192, 0.196, 0.213, 0.201

# 9
This record from the OMol25 dataset describes a 2-piece molecular cluster, C6H10 overall. The level of theory is wB97M-V/def2-TZVPD.

CARTESIAN COORDINATES (ANGSTROEM)
1 C 0.2324 0.6283 -1.9928
2 C 0.7378 0.2446 -0.8500
3 C 1.1326 -0.1481 0.3310
4 C 2.5372 -0.3514 0.8240
5 H -0.0260 -0.0903 -2.7672
6 H 0.0301 1.6767 -2.1992
7 H 0.3341 -0.3527 1.0461
8 H 3.2848 -0.1267 0.0598
9 H 2.7265 0.2871 1.6945
10 H 2.6745 -1.3887 1.1508
11 C -2.1299 -0.2380 1.0748
12 C -2.4398 0.1109 -0.1685
13 H -2.0092 -1.2800 1.3624
14 H -1.9570 0.5046 1.8503
15 H -2.5372 1.1522 -0.4651
16 H -2.5910 -0.6285 -0.9508

Calculated values
**LUMO energy**: 1.077 eV
**Multiplicity**: 1
**Energy**: -234.51138 hartree
**Gap between HOMO and LUMO**: 0.384 hartree
**Structure (SMILES)**: C=C=CC.C=C
**HOMO energy**: -9.36 eV
**Relative energy (zero: lowest compared OMol25 entry of this formula, charge and spin)**: 239.26 kJ/mol

For each atom in turn, the natural (NBO) charge in e is: -0.499, 0.103, -0.284, -0.625, 0.218, 0.218, 0.227, 0.218, 0.216, 0.216, -0.418, -0.369, 0.195, 0.195, 0.195, 0.194

# 10
This record from the OMol25 dataset describes an isolated molecule of C6H10. The level of theory is wB97M-V/def2-TZVPD.

CARTESIAN COORDINATES (ANGSTROEM)
1 C 2.2072 0.1340 0.1398
2 C 0.7214 0.1539 -0.0011
3 C -0.0755 1.2109 -0.1720
4 C -1.5317 0.8180 -0.2586
5 C -1.5073 -0.6438 0.2369
6 C -0.0821 -1.1330 -0.0256
7 H 2.6365 -0.5196 -0.6276
8 H 2.6512 1.1303 0.0464
9 H 2.4951 -0.2793 1.1155
10 H 0.2669 2.2391 -0.2853
11 H -2.1784 1.4523 0.3602
12 H -1.8993 0.8984 -1.2912
13 H -1.6791 -0.6501 1.3187
14 H -2.2355 -1.3022 -0.2425
15 H -0.0173 -1.6141 -1.0143
16 H 0.2278 -1.8947 0.7007

Calculated values
**LUMO energy**: 1.154 eV
**Multiplicity**: 1
**Energy**: -234.60174 hartree
**Gap between HOMO and LUMO**: 0.364 hartree
**Structure (SMILES)**: CC1=CCCC1
**HOMO energy**: -8.76 eV
**Relative energy (zero: lowest compared OMol25 entry of this formula, charge and spin)**: 2.03 kJ/mol

For each atom in turn, the natural (NBO) charge in e is: -0.636, 0.020, -0.205, -0.432, -0.387, -0.437, 0.214, 0.216, 0.216, 0.206, 0.208, 0.202, 0.200, 0.206, 0.202, 0.207

# 11
This record from the OMol25 dataset describes an isolated molecule of C6H10. The level of theory is wB97M-V/def2-TZVPD.

CARTESIAN COORDINATES (ANGSTROEM)
1 C 2.1883 -0.0639 0.1641
2 C 0.7092 -0.3091 0.4429
3 C -1.3375 -1.5846 -0.9016
4 C -2.0263 -0.3967 -0.4834
5 C -1.6021 0.6945 0.1684
6 C -0.1469 0.9532 0.4536
7 H 2.6348 0.6067 0.9085
8 H 2.3269 0.3973 -0.8207
9 H 2.7512 -1.0026 0.1803
10 H 0.5703 -0.8560 1.3823
11 H -1.1883 -1.5178 -2.0003
12 H 0.3316 -1.0304 -0.3242
13 H -3.0892 -0.4839 -0.7538
14 H -2.3144 1.4741 0.4211
15 H 0.2447 1.6839 -0.2722
16 H -0.0523 1.4355 1.4349

Calculated values
**LUMO energy**: -0.332 eV
**Multiplicity**: 1
**Energy**: -234.44710 hartree
**Gap between HOMO and LUMO**: 0.281 hartree
**HOMO energy**: -7.97 eV
**Relative energy (zero: lowest compared OMol25 entry of this formula, charge and spin)**: 408.03 kJ/mol

For each atom in turn, the natural (NBO) charge in e is: -0.605, -0.350, -0.055, -0.378, -0.232, -0.440, 0.208, 0.204, 0.214, 0.213, 0.128, 0.195, 0.263, 0.208, 0.205, 0.220

# 12
This record from the OMol25 dataset describes an isolated molecule of C6H10. The level of theory is wB97M-V/def2-TZVPD.

CARTESIAN COORDINATES (ANGSTROEM)
1 C 1.3620 0.4235 1.4953
2 C 0.6834 -0.9401 1.4530
3 C -0.1413 -1.3433 0.2698
4 C -0.6014 -0.6457 -0.7987
5 C -0.3567 0.7580 -0.9841
6 C -1.3177 1.3750 -1.9364
7 H 2.0382 0.5588 0.6484
8 H 1.9360 0.5071 2.4257
9 H 0.6363 1.2365 1.4424
10 H 0.0231 -1.0552 2.3278
11 H 1.4343 -1.7337 1.5852
12 H -0.4630 -2.3869 0.3303
13 H -1.2461 -1.2071 -1.4925
14 H -0.8212 2.0948 -2.5986
15 H -1.9680 0.7043 -2.5266
16 H -1.9650 1.9964 -1.2950

Calculated values
**LUMO energy**: -0.271 eV
**Multiplicity**: 1
**Energy**: -234.46942 hartree
**Gap between HOMO and LUMO**: 0.276 hartree
**HOMO energy**: -7.77 eV
**Relative energy (zero: lowest compared OMol25 entry of this formula, charge and spin)**: 349.42 kJ/mol

For each atom in turn, the natural (NBO) charge in e is: -0.605, -0.465, 0.040, -0.430, 0.075, -0.764, 0.222, 0.200, 0.231, 0.228, 0.223, 0.192, 0.176, 0.241, 0.175, 0.261

> What is the LUMO energy in the third record?

1.237 eV